13
Properties=species:S:1:pos:R:3:forces:R:3:mulliken_charge:R:1 method="wB97M-V/def2-TZVPD" multiplicity=1 orbital_gap_ha=0.333 largest_force_ha_per_bohr=0.0300 smiles="CC(=S)N(C)S" relative_energy_kcal_mol=21.70 lumo_ev=0.6887 e_tot_ev=-26384.2342
S -1.5502 0.9964 -0.5099 0.182 0.014 0.165 -0.109
S 1.6804 0.8047 -0.6127 -0.811 -0.293 -0.013 -0.445
N -0.6385 -0.2215 0.3089 -0.219 -0.472 -0.430 -0.038
C 1.3487 -1.5193 0.7624 0.224 0.564 1.420 -1.217
C 0.6823 -0.3235 0.1322 0.601 0.135 0.418 0.651
C -1.4737 -1.2724 0.9147 0.304 0.117 0.961 -0.891
H -0.3889 1.3995 -1.0862 -0.006 0.383 -0.227 0.110
H -1.1264 -2.2896 0.6679 -0.054 0.558 0.184 0.327
H -2.4675 -1.1433 0.5283 -0.422 -0.099 -0.283 0.339
H -1.5686 -1.1244 2.0258 0.382 -0.262 -0.962 0.291
H 1.1980 -2.4325 0.2275 -0.237 -0.563 -0.576 0.325
H 0.9768 -1.6927 1.8073 0.393 0.208 -0.825 0.321
H 2.4204 -1.2938 0.7729 -0.337 -0.290 0.168 0.336